C27H39O8S2 | the ωB97M-V functional and the def2-TZVPD basis

Structure (ORCA input):
```
! wB97M-V def2-TZVPD RIJCOSX def2/J DEFGRID3
* xyz -1 1
C 0.00 1.71 3.38
C 0.30 0.92 2.13
O 1.59 1.38 1.69
C 2.08 0.79 0.58
C 3.31 1.45 0.16
C 3.94 1.16 -1.09
O 4.87 1.88 -1.51
C 3.49 0.01 -1.96
C 2.38 0.47 -2.90
C 2.84 1.47 -3.98
C 2.22 2.88 -3.92
C 3.09 4.01 -3.34
C 2.36 4.94 -2.35
C 2.27 4.43 -0.91
C 3.54 4.59 -0.07
C 3.54 3.82 1.26
C 4.00 2.36 1.15
O 1.48 -0.15 0.06
H -0.97 1.45 3.81
H 0.76 1.53 4.16
H -0.01 2.79 3.17
H 0.36 -0.15 2.35
H -0.44 1.11 1.35
H 4.35 -0.33 -2.56
H 3.10 -0.79 -1.33
H 1.98 -0.43 -3.41
H 1.56 0.86 -2.29
H 3.93 1.53 -3.99
H 2.52 1.04 -4.94
H 2.01 3.16 -4.96
H 1.25 2.84 -3.41
H 4.00 3.61 -2.88
H 3.41 4.64 -4.18
H 2.87 5.91 -2.36
H 1.33 5.10 -2.70
H 1.47 4.99 -0.40
H 1.94 3.38 -0.89
H 4.43 4.30 -0.66
H 3.65 5.67 0.17
H 4.26 4.32 1.92
H 2.56 3.87 1.74
H 3.86 1.92 2.15
H 5.08 2.38 0.92
C -2.21 -6.78 4.89
O -1.63 -5.46 4.81
C -1.59 -4.76 3.65
C -2.24 -5.12 2.44
C -2.23 -4.23 1.38
C -1.65 -2.92 1.45
C -1.79 -1.94 0.38
C -2.95 -1.92 -0.36
S -3.28 -0.99 -1.87
O -3.64 0.35 -1.49
O -2.19 -1.23 -2.79
C -4.74 -1.80 -2.59
C -6.03 -1.59 -1.81
C -5.87 -1.53 -0.31
S -4.51 -2.53 0.32
O -4.72 -3.88 -0.17
O -4.50 -2.27 1.74
C -0.88 -2.68 2.62
C -0.89 -3.53 3.70
H -1.95 -7.08 5.91
H -3.30 -6.74 4.78
H -1.77 -7.46 4.16
H -2.79 -6.06 2.36
H -2.63 -4.58 0.43
H -0.99 -1.24 0.14
H -4.80 -1.33 -3.58
H -4.49 -2.87 -2.70
H -6.50 -0.67 -2.15
H -6.72 -2.41 -2.05
H -5.74 -0.51 0.07
H -6.70 -2.01 0.21
H -0.27 -1.78 2.66
H -0.40 -3.27 4.65
*
```

Properties
E, hartree: -2450.49350